1.
Density functional theory data (ωB97M-V with the def2-TZVPD basis set) for C7H11NO7P2 in the gas phase at a distorted geometry.

The geometry in XYZ format:
```
28
Properties=species:S:1:pos:R:3:lowdin_charge:R:1
C 0.73978 0.81113 -0.31395 -0.69
H -0.43615 -0.06207 -2.12411 0.18
C -1.54645 -0.53335 -0.29985 -0.29
O 0.83582 2.12142 -2.60039 -0.20
H -2.82526 -2.55733 2.33053 0.10
H -0.80196 -2.19758 1.17589 0.12
C -2.42632 0.24008 -0.41116 -0.25
O 3.13607 0.80946 1.11369 -0.28
N -3.66009 0.00201 0.01257 0.10
C -0.11646 -0.33498 -0.92605 -0.09
C -2.82811 -1.74605 1.58330 0.01
H 0.43839 -1.53155 -0.87090 0.19
H -0.43300 2.03999 -0.17928 0.19
H 2.90114 2.17588 -0.03387 -0.05
O 2.41810 -1.45641 0.28300 -0.12
C -3.79083 -0.71394 1.18648 -0.10
C -1.56777 -1.42892 0.84370 0.01
H 3.54437 -1.48998 0.30060 0.27
O 0.04962 1.50842 0.58977 0.01
O 2.63559 0.31747 -2.25907 -0.07
H 0.72427 0.20211 2.44790 0.17
H -2.46698 0.81929 -1.25002 0.12
O 2.42782 2.46094 -0.70854 -0.05
H 2.91557 0.57226 -3.02232 -0.05
O 1.31528 -0.63498 2.15551 -0.12
P 2.01639 -0.16838 0.82100 0.38
H -4.73353 -0.68623 1.69654 0.08
P 1.53470 1.46128 -1.54096 0.43
```

Lowest unoccupied orbital energy: -0.16 eV
Max |F|: 19.77 eV/A
Highest occupied orbital energy: -0.3511 Eh
Total energy: -41834.0607 eV
Relative energy (zero: lowest compared OMol25 entry of this formula, charge and spin): 892.2 kJ/mol
HOMO-LUMO gap: 0.345 hartree



2.
Density functional theory data (ωB97M-V with the def2-TZVPD basis set) for a gas-phase ion, C7H11NP (charge +1) at a distorted geometry.

The geometry in XYZ format:
```
20
Properties=species:S:1:pos:R:3:lowdin_charge:R:1
H -2.81937 2.32277 -0.55958 0.11
H -4.55012 0.25827 0.24383 0.09
C -3.01884 -0.99623 0.30837 -0.06
C 3.05492 -0.55258 -0.18901 -0.36
P 1.21141 -0.57999 -0.56793 0.98
H 1.25293 0.33009 -1.79706 0.05
H -3.72244 -1.72780 0.52796 0.09
C -3.51789 0.27750 0.16940 -0.02
H 3.97965 1.60414 0.15120 0.19
C -0.76937 -0.31802 -0.16917 -0.33
H 4.70179 0.23295 0.68882 0.19
H 3.05172 -1.36886 0.56589 0.02
C -1.61633 -1.25923 0.33120 -0.09
C -2.57657 1.30363 -0.24572 -0.06
H -1.26262 -2.14130 0.82078 0.10
H -0.55454 1.90636 -0.68294 0.13
N 3.70429 0.62233 0.47719 0.00
H 3.31494 0.93521 1.39544 0.15
C -1.25772 0.99325 -0.52429 -0.14
H 1.39417 -1.84248 -0.94438 -0.03
```

Lowest unoccupied orbital energy: -4.10 eV
Charge: +1
Max |F|: 4.33 eV/A
Highest occupied orbital energy: -0.4607 Eh
Total energy: -18204.8777 eV
Relative energy (zero: lowest compared OMol25 entry of this formula, charge and spin): 297.0 kJ/mol
HOMO-LUMO gap: 0.310 hartree



3.
Density functional theory data (ωB97M-V with the def2-TZVPD basis set) for a molecular structure, C7H11NPW at a distorted geometry.

The geometry in XYZ format:
```
21
Properties=species:S:1:pos:R:3:lowdin_charge:R:1
H 5.04677 0.81900 0.83509 0.11
C -1.86538 -0.06477 0.02335 -0.35
C -1.38133 -0.62604 -2.19705 -0.08
H 4.87316 1.85711 -0.64997 0.11
N 2.05935 0.53708 0.10102 -0.11
P 0.07550 -0.70975 2.65683 0.53
C -1.95170 -1.08689 -1.00195 -0.09
C 3.18278 0.78315 -0.13743 -0.12
C -0.87741 0.68352 -1.98486 -0.10
C -1.15282 1.13378 -0.63506 -0.33
H -0.42764 1.34160 -2.72755 0.11
H 5.04407 0.08539 -0.82928 0.11
C 4.62041 0.88440 -0.18832 -0.03
H -2.50747 0.02894 0.89557 0.09
H -1.27739 2.16912 -0.30455 0.11
W 0.28025 -0.03475 0.47786 1.01
H -1.27201 -1.21841 -3.11850 0.12
H -2.47565 -2.04269 -0.86389 0.12
H 0.30148 0.15014 3.79865 -0.08
H 1.08080 -1.69809 2.98488 -0.08
H -1.06568 -1.43869 3.15390 -0.08
```

Lowest unoccupied orbital energy (spin up / spin down): -4.43 / -4.41 eV
Charge: +1
Spin multiplicity: 3
Max |F|: 5.19 eV/A
⟨S²⟩: 2.236
Highest occupied orbital energy (spin up / spin down): -0.4085 / -0.3837 Eh
Total energy: -20030.1353 eV
HOMO-LUMO gap (spin up / spin down): 0.246 / 0.222 hartree



4.
Density functional theory data (ωB97M-V with the def2-TZVPD basis set) for C7H11NS in the gas phase at a distorted geometry.

The geometry in XYZ format:
```
20
Properties=species:S:1:pos:R:3:lowdin_charge:R:1
C 1.04413 -2.48895 2.32084 -0.53
H 3.13023 -3.00381 2.99967 0.03
C -0.66103 -0.41611 2.27725 -0.46
H 0.59590 1.87570 -0.63884 0.15
C -0.37681 0.38813 1.24713 -0.21
H 0.17532 -0.65762 -2.35565 0.11
H -0.26373 -0.97074 -0.40856 0.09
H -0.16223 1.45405 1.27171 0.12
C -0.02157 1.03936 -1.09022 -0.44
N -0.05917 -0.05610 -0.06511 -0.01
H 1.59460 0.43320 -2.08709 0.04
S -0.64630 -2.18341 2.11751 0.84
H -0.77263 -0.13047 3.37073 0.08
H -1.42020 2.20187 -2.20564 0.07
C 0.60227 0.39070 -2.31306 -0.05
H -1.89413 1.73546 -0.41624 0.10
H -2.08616 0.76892 -1.85029 0.07
C -1.41715 1.47625 -1.41604 -0.08
C 2.21914 -2.74207 2.47661 0.02
H 0.41952 0.88564 -3.23473 0.07
```

Lowest unoccupied orbital energy: 0.87 eV
Max |F|: 3.15 eV/A
Highest occupied orbital energy: -0.3083 Eh
Total energy: -19759.2113 eV
Relative energy (zero: lowest compared OMol25 entry of this formula, charge and spin): 328.0 kJ/mol
HOMO-LUMO gap: 0.340 hartree



5.
Density functional theory data (ωB97M-V with the def2-TZVPD basis set) for a molecular structure, C7H11O at a distorted geometry.

The geometry in XYZ format:
```
19
Properties=species:S:1:pos:R:3:lowdin_charge:R:1
C -1.90945 -0.99522 -0.24833 -0.10
H 1.67200 1.43308 0.56495 0.13
C 2.75331 -0.46653 0.24213 -0.05
C -0.29790 1.61644 -0.55241 0.09
H -2.02055 -0.79767 -1.36445 0.13
H -2.59353 -1.90048 0.01249 0.16
H -2.63604 1.15970 0.12447 0.12
H 3.18207 -0.42166 -0.81410 0.12
H 2.74901 -1.52952 0.46560 0.09
H -0.48158 1.18287 -1.50323 0.12
H -2.39172 0.11952 1.52965 0.15
H -0.28136 2.63400 -0.36518 0.10
O -0.71903 0.92121 0.55298 -0.11
C 1.53169 0.36384 0.44468 0.01
H 0.00741 -2.18949 -0.57787 0.14
C -2.12572 0.34154 0.49919 0.02
C -0.36146 -1.27642 -0.08289 0.06
C 0.25082 -0.13437 0.32828 -0.29
H 3.67202 -0.06084 0.74404 0.10
```

Lowest unoccupied orbital energy (spin up / spin down): -5.03 / -4.78 eV
Charge: +1
Max |F|: 3.33 eV/A
Highest occupied orbital energy (spin up / spin down): -0.4853 / -0.4535 Eh
Total energy: -9471.7624 eV
Relative energy (zero: lowest compared OMol25 entry of this formula, charge and spin): 472.7 kJ/mol
HOMO-LUMO gap (spin up / spin down): 0.301 / 0.278 hartree



6.
Density functional theory data (ωB97M-V with the def2-TZVPD basis set) for 2 unconnected molecules or ions with the total composition C7H11O7PS.

The geometry in XYZ format:
```
27
Properties=species:S:1:pos:R:3:lowdin_charge:R:1
O -3.58090 1.88617 -0.10649 -0.09
O 0.74650 -1.37523 1.20617 0.17
C 2.49550 -3.10824 -1.10262 -0.27
C -1.88484 2.63528 1.90424 -0.14
H 3.10526 -2.54335 -0.39813 0.05
S 1.77836 -1.98510 -2.30639 0.79
H 3.87187 -2.32587 -3.40845 0.06
O -3.74883 0.64698 2.13504 -0.10
C -0.08208 1.72057 0.20351 -0.40
C -0.86376 1.65250 1.48813 -0.17
H -1.91161 2.75241 2.98840 0.12
H 3.09031 -3.85800 -1.62428 0.06
H -3.12902 -0.03080 1.84344 0.08
C -0.40960 0.56310 2.10657 0.09
C 0.34087 -0.26022 1.11961 -0.42
H 3.93006 -0.93975 -2.26872 0.05
H -3.07294 1.14815 -0.45983 0.09
O -4.57685 3.04672 1.92678 -0.23
H -0.61944 0.21436 3.10697 0.14
O 0.30694 2.67862 -0.36594 0.21
H 3.10697 -0.77303 -3.83985 0.05
P -3.57670 2.09367 1.47684 0.41
H -1.77119 3.58886 1.38655 0.12
O 0.34253 0.43444 -0.08690 0.12
H 1.67343 -3.58135 -0.57091 0.05
C 3.33891 -1.45583 -3.02530 -0.27
O 1.10026 -2.82507 -3.32843 -0.55
```

Lowest unoccupied orbital energy: -1.49 eV
Max |F|: 0.79 eV/A
Highest occupied orbital energy: -0.3256 Eh
Total energy: -41895.3923 eV
Relative energy (zero: lowest compared OMol25 entry of this formula, charge and spin): 44.0 kJ/mol
HOMO-LUMO gap: 0.271 hartree



7.
Density functional theory data (ωB97M-V with the def2-TZVPD basis set) for 2 unconnected molecules or ions with the total composition C7H12.

The geometry in XYZ format:
```
19
Properties=species:S:1:pos:R:3:lowdin_charge:R:1
H 0.73893 -2.81399 0.61093 0.08
C -0.04636 -0.81800 0.90930 -0.36
C -1.25336 0.13961 -0.18127 -0.04
H 0.30816 1.96759 -1.61911 0.08
H 1.41597 -1.59458 -0.48277 0.08
H 0.18544 3.29251 -0.43951 0.08
H -0.83502 -2.63958 -1.90388 -0.02
C -0.34439 2.43995 -0.87789 -0.06
C -0.72513 1.45098 0.21481 -0.33
H 0.71054 1.05636 1.88381 0.12
H 1.33338 0.76009 0.24309 0.12
H -1.23082 2.82173 -1.39420 0.08
H -0.44288 -1.05007 1.90112 0.13
H 1.92416 -1.62402 1.22035 0.08
C 0.45019 0.68773 0.88738 -0.11
H -1.37403 1.92924 0.95775 0.14
C 1.07328 -1.77592 0.54159 -0.10
H -0.53650 -3.11794 -2.39454 0.03
C -1.35158 -1.11170 -0.07695 0.00
```

Lowest unoccupied orbital energy: 0.89 eV
Max |F|: 0.69 eV/A
Highest occupied orbital energy: -0.3458 Eh
Total energy: -7448.3775 eV
Relative energy (zero: lowest compared OMol25 entry of this formula, charge and spin): 487.6 kJ/mol
HOMO-LUMO gap: 0.378 hartree



8.
Density functional theory data (ωB97M-V with the def2-TZVPD basis set) for C7H12 in the gas phase.

The geometry in XYZ format:
```
19
Properties=species:S:1:pos:R:3:lowdin_charge:R:1
C 2.11516 0.81002 0.07691 -0.09
H -3.15412 0.15733 -0.78676 0.08
H -0.45820 0.99390 -1.48180 0.11
H 2.58757 -1.31918 0.59949 0.10
C -0.15561 -0.23843 1.08384 -0.08
C 2.20737 -0.67068 -0.18607 -0.09
H -1.44687 -1.54779 -0.11342 0.13
C -0.22295 -0.00363 -1.09114 -0.08
H -0.07078 -0.68573 -1.93500 0.11
C -1.23147 -0.47830 -0.00886 -0.35
H -0.34729 0.67769 1.65762 0.11
H 2.38613 1.15246 1.07379 0.10
H 0.03205 -1.05812 1.78590 0.11
C 0.87277 -0.01398 -0.02410 -0.44
C -2.52705 0.30738 0.10015 -0.08
H -2.31895 1.38174 0.18389 0.08
H 2.47642 -0.98006 -1.19427 0.10
H -3.10957 0.00944 0.97983 0.07
H 2.36539 1.50594 -0.72001 0.10
```

Lowest unoccupied orbital energy: 1.17 eV
Max |F|: 0.22 eV/A
Highest occupied orbital energy: -0.3587 Eh
Total energy: -7452.1774 eV
Relative energy (zero: lowest compared OMol25 entry of this formula, charge and spin): 121.0 kJ/mol
HOMO-LUMO gap: 0.402 hartree



9.
Density functional theory data (ωB97M-V with the def2-TZVPD basis set) for C7H12 in the gas phase.

The geometry in XYZ format:
```
19
Properties=species:S:1:pos:R:3:lowdin_charge:R:1
H 2.23705 -0.48240 -0.98720 0.11
C 0.18988 -0.91968 -1.45736 -0.12
H -2.10118 0.32265 -0.52675 0.11
H 1.25823 -0.97515 0.39002 0.12
H 0.30365 -0.96245 -2.53228 0.10
C 1.25123 -0.37528 -0.52903 -0.22
H -3.81823 -0.84118 0.75049 0.07
H 2.06522 2.64873 0.97973 0.07
H -2.34978 -0.93962 1.75453 0.08
H -2.85736 -2.35348 0.81274 0.07
C -1.99278 -0.73014 -0.27903 -0.20
H 2.27961 1.00777 1.62411 0.07
C -0.96490 -1.19273 -0.92547 -0.05
C 2.18661 1.59696 0.70356 -0.12
H 3.12616 1.49330 0.14794 0.07
H 0.89982 1.70549 -1.03684 0.11
C -2.81861 -1.26731 0.81835 -0.10
H 0.08391 1.17572 0.42937 0.10
C 1.02150 1.08880 -0.13686 -0.27
```

Lowest unoccupied orbital energy: 0.89 eV
Max |F|: 0.71 eV/A
Highest occupied orbital energy: -0.3285 Eh
Total energy: -7451.4007 eV
Relative energy (zero: lowest compared OMol25 entry of this formula, charge and spin): 195.9 kJ/mol
HOMO-LUMO gap: 0.361 hartree



10.
Density functional theory data (ωB97M-V with the def2-TZVPD basis set) for C7H12 in the gas phase at a distorted geometry.

The geometry in XYZ format:
```
19
Properties=species:S:1:pos:R:3:lowdin_charge:R:1
C 1.18701 -1.96170 0.55809 -0.10
C 0.39765 -1.51980 -0.65914 -0.22
H 1.18931 3.22747 1.20402 0.06
C -2.08129 -1.09017 -0.50968 0.03
H 1.17531 1.02235 0.91881 0.09
H 1.57396 -1.17072 1.18455 0.05
C 0.34390 1.40329 0.35080 -0.13
H -2.26457 -2.13449 -0.76668 0.06
C -0.83859 -0.64262 -0.41949 -0.32
H -1.35761 1.40529 -0.91111 0.11
H 0.10146 -2.34161 -1.31441 0.11
H 0.68945 -2.77966 1.07647 0.07
H 1.07618 -0.94993 -1.30342 0.11
H -0.57415 3.19134 0.97193 0.07
H 0.48887 3.50093 -0.39911 0.07
C -0.63382 0.83584 -0.34417 -0.09
H -2.99259 -0.53383 -0.35494 0.06
H 2.12797 -2.40097 0.18805 0.07
C 0.39155 2.93899 0.52943 -0.10
```

Lowest unoccupied orbital energy: 1.09 eV
Max |F|: 2.70 eV/A
Highest occupied orbital energy: -0.3196 Eh
Total energy: -7451.9588 eV
Relative energy (zero: lowest compared OMol25 entry of this formula, charge and spin): 142.1 kJ/mol
HOMO-LUMO gap: 0.360 hartree



11.
Density functional theory data (ωB97M-V with the def2-TZVPD basis set) for C7H12 in the gas phase at a distorted geometry.

The geometry in XYZ format:
```
19
Properties=species:S:1:pos:R:3:lowdin_charge:R:1
C -0.21442 0.37405 -0.84290 -0.14
H 2.61326 1.18707 -0.98551 0.10
C 0.94548 0.20782 0.10029 -0.48
C 0.05953 0.05433 1.30810 0.01
H -3.04296 -0.14121 -1.05999 0.08
H -0.84163 0.58302 1.43944 0.05
H -2.80957 1.14010 0.10924 0.07
H -0.09069 -0.01658 -1.85077 0.11
H -0.50569 1.43319 -0.89200 0.12
H -1.11899 -1.49113 -0.03163 0.11
H 2.92344 0.94777 0.80098 0.10
H 0.52896 -0.49637 2.14453 0.10
C -1.16930 -0.41752 0.05379 -0.25
C -2.65933 0.05843 -0.03811 -0.08
H 2.33609 -1.49831 0.58707 0.10
C 2.00752 -0.82372 -0.20433 -0.09
H -3.34696 -0.46501 0.63619 0.07
H 2.02067 -1.27608 -1.19607 0.10
C 2.36458 0.64015 -0.07833 -0.08
```

Lowest unoccupied orbital energy: 1.13 eV
Max |F|: 3.31 eV/A
Highest occupied orbital energy: -0.3079 Eh
Total energy: -7450.0486 eV
Relative energy (zero: lowest compared OMol25 entry of this formula, charge and spin): 326.4 kJ/mol
HOMO-LUMO gap: 0.350 hartree



12.
Density functional theory data (ωB97M-V with the def2-TZVPD basis set) for 2 unconnected molecules or ions with the total composition C7H12.

The geometry in XYZ format:
```
19
Properties=species:S:1:pos:R:3:lowdin_charge:R:1
H 1.33058 2.31095 0.99365 0.06
H -2.66453 0.12700 -1.09357 0.09
H 1.38165 -1.36124 2.70927 0.07
H 0.54855 -1.92281 -2.45473 0.09
C 0.59624 -0.93607 2.07194 -0.12
H -1.62845 0.69071 0.22623 0.07
H 0.69121 -1.37786 1.07400 0.07
H -0.48225 0.83318 -3.34565 0.08
H 1.47285 0.71949 0.05027 0.05
H -0.36514 -1.24428 2.50009 0.07
C -0.64707 -0.26870 -1.41130 -0.30
C 0.16257 -0.96298 -2.14034 -0.01
C 1.20032 1.23241 0.97093 -0.02
C 0.08484 0.49869 -2.46953 -0.13
H 0.46478 1.10267 2.92495 0.09
H 0.90630 1.17461 -2.20765 0.07
C -1.78891 -0.12613 -0.48394 -0.05
C 0.73530 0.55829 2.01925 -0.25
H -1.99884 -1.04790 0.06613 0.08
```

Lowest unoccupied orbital energy: 1.13 eV
Max |F|: 0.43 eV/A
Highest occupied orbital energy: -0.3332 Eh
Total energy: -7450.3275 eV
Relative energy (zero: lowest compared OMol25 entry of this formula, charge and spin): 299.5 kJ/mol
HOMO-LUMO gap: 0.375 hartree